{
  "formula": "C5H8O2",
  "method": "ωB97M-V with the def2-TZVPD basis set",
  "gap_ev": 10.386,
  "e_lumo_ev": 0.824,
  "e_above_lowest_kj_mol": 217.3,
  "total_energy_ha": -345.72221,
  "smiles": "C[C@]1(CC=O)CO1",
  "species": ["C", "C", "C", "C", "O", "C", "O", "H", "H", "H", "H", "H", "H", "H", "H"],
  "xyz": [[1.29689, -1.37944, 0.17781], [0.24692, -0.31008, 0.16829], [-0.43069, 0.14210, -1.12520], [-1.63737, 0.98093, -0.67770], [-2.73563, 0.96509, -1.16976], [0.28165, 0.71659, 1.20185], [-0.76661, -0.27816, 1.17152], [0.98611, -2.30612, -0.30681], [2.16889, -0.98311, -0.35276], [1.60043, -1.59472, 1.20652], [0.23773, 0.73804, -1.76178], [-0.78739, -0.71515, -1.70843], [-1.42894, 1.62291, 0.18986], [0.17853, 1.74411, 0.83901], [0.78947, 0.65701, 2.14756]],
  "atomic_forces_ev_per_a": [[0.0, -0.1, 0.0], [0.2, 0.0, -0.1], [0.0, 0.0, 0.0], [-0.3, 0.1, -0.4], [0.4, -0.2, -0.2], [0.2, 0.1, 0.3], [0.0, 0.3, 0.4], [-0.1, 0.0, 0.0], [0.0, -0.1, 0.0], [-0.1, 0.0, -0.2], [-0.1, -0.1, 0.1], [0.1, 0.1, 0.1], [-0.4, 0.2, -0.4], [-0.7, -0.2, 0.5], [0.8, -0.2, -0.1]]
}